Record 1
20
Properties=species:S:1:pos:R:3 method="wB97M-V/def2-TZVPD" homo_lumo_gap_ev=7.7 de_lowest_kcal_mol=125.7 spin_multiplicity=1 e_homo_ev=-8.80 total_charge=0 lumo_ev=-1.13
C -0.72 1.91 -0.39
O -1.02 1.31 -1.45
O 0.00 3.10 -0.52
O -1.73 2.12 0.56
H 0.36 3.11 -1.42
H -2.58 1.99 0.12
H -0.48 -0.48 -0.98
H 0.20 1.09 0.29
C 0.69 -2.34 -0.73
C 1.33 0.34 0.84
C -0.21 -1.25 -0.24
C -0.98 -1.36 0.86
H 0.20 -2.89 -1.53
H 1.60 -1.92 -1.16
H 0.95 -3.04 0.06
H 1.11 0.72 1.83
H 1.95 0.98 0.22
H 1.86 -0.60 0.96
H -1.67 -0.58 1.14
H -0.87 -2.20 1.54


Record 2
6
Properties=species:S:1:pos:R:3 method="wB97M-V/def2-TZVPD" homo_lumo_gap_ev="5.6 / 5.7" de_lowest_kcal_mol=54.8 spin_multiplicity=1 e_homo_ev="-7.35 / -7.34" total_charge=0 lumo_ev="-1.70 / -1.69"
C -0.52 0.70 0.05
N 1.49 -1.35 0.36
O 1.31 -2.09 -0.51
F 0.02 1.22 -1.04
Cl -0.33 1.60 1.60
Cl -1.97 -0.08 -0.46


Record 3
50
Properties=species:S:1:pos:R:3 method="wB97M-V/def2-TZVPD" smiles=C1COB2OCCNCCOB(OCCN1)OCCNCCO2 homo_lumo_gap_ev=8.9 spin_multiplicity=1 e_homo_ev=-8.19 total_charge=0 lumo_ev=0.66
O 0.64 -0.27 -2.83
O 0.96 -1.00 1.00
O -1.76 0.20 -2.50
O -1.43 -1.00 1.72
O 0.02 1.45 -1.27
O 0.14 0.39 2.82
B -0.41 0.44 -2.14
B -0.09 -0.55 1.76
N 2.26 -2.33 -1.32
N -2.47 1.36 0.49
N 1.55 2.38 1.16
C 0.54 -1.66 -3.03
C 0.55 -2.25 0.42
C -2.80 1.06 -1.90
C -2.38 -0.28 2.49
C 1.37 1.51 -1.13
C 1.40 0.91 3.18
C 1.87 -2.45 -2.76
C 1.61 -3.10 -0.23
C -3.35 0.68 -0.52
C -2.73 1.15 1.95
C 1.82 2.62 -0.28
C 2.21 1.44 1.96
H 2.31 -1.32 -1.01
H -1.49 1.16 0.27
H 0.51 2.26 1.25
H 0.20 -1.79 -4.09
H -0.34 -2.05 -2.46
H -0.01 -2.84 1.19
H -0.27 -1.93 -0.32
H -2.40 2.10 -1.99
H -3.67 1.10 -2.60
H -3.22 -0.99 2.57
H -2.01 -0.30 3.54
H 1.62 1.62 -2.22
H 1.84 0.61 -0.72
H 1.24 1.74 3.90
H 1.96 0.20 3.74
H 2.77 -2.00 -3.24
H 1.74 -3.49 -2.97
H 1.19 -4.07 -0.68
H 2.48 -3.25 0.51
H -3.23 -0.41 -0.44
H -4.40 0.95 -0.35
H -2.31 1.95 2.62
H -3.74 1.27 2.01
H 1.27 3.59 -0.53
H 2.87 2.79 -0.41
H 2.36 0.55 1.28
H 3.23 1.82 2.13


Record 4
25
Properties=species:S:1:pos:R:3 method="wB97M-V/def2-TZVPD" homo_lumo_gap_ev="7.2 / 6.5" de_lowest_kcal_mol=82.9 spin_multiplicity=1 e_homo_ev="-7.50 / -7.33" total_charge=0 lumo_ev="-0.34 / -0.79"
C -1.14 1.74 0.20
C -2.04 -0.10 -0.98
C 0.26 1.51 -0.03
C -1.58 -1.45 -0.42
C 1.23 2.55 0.60
C -2.16 -2.00 0.80
C 2.99 -1.25 -0.66
N -2.14 1.05 -0.14
N 1.90 -0.34 -0.79
O 1.01 -0.58 1.60
S 0.71 -0.26 0.26
H -1.48 2.52 0.81
H -1.18 0.17 -1.70
H -2.96 -0.45 -1.36
H 0.42 1.55 -1.04
H -0.98 -2.11 -0.97
H 1.15 2.46 1.76
H 1.09 3.52 0.12
H 2.32 2.24 0.39
H -1.53 -2.73 1.45
H -3.11 -2.48 0.72
H -2.45 -1.14 1.35
H 2.70 -2.22 -1.12
H 3.17 -1.35 0.39
H 3.79 -0.85 -1.24


So what do the calculations give for E_tot? Going down the list: -11517.3156 -32331.3128 -30993.4209 -23342.8791 eV.